[1]
This record from the OMol25 dataset describes 2 unconnected molecules or ions with the total composition C5H11NO at a distorted geometry. The level of theory is the ωB97M-V functional and the def2-TZVPD basis.

Its charge is 0. Its total energy is -327.0415 Ha. The relative energy (zero: lowest compared OMol25 entry of this formula, charge and spin) comes out at 235.83 kJ/mol. As for the LUMO energy: 0.86 eV. The SMILES is C=CC(=C)NC.O. Its spin multiplicity is 1.

Element x y z (Å)
C 2.30 -1.22 0.86
C 1.60 -0.99 -0.23
C 0.58 0.08 -0.40
C 0.92 1.36 -0.25
N -0.65 -0.40 -0.83
C -1.64 0.43 -1.51
H 2.15 -0.63 1.76
H 3.00 -2.04 1.03
H 1.94 -1.35 -1.21
H 0.17 2.15 -0.21
H 1.94 1.67 -0.12
H -0.64 -1.38 -1.06
H -1.62 0.26 -2.58
H -2.60 0.17 -1.11
H -1.47 1.48 -1.31
O -2.04 0.50 2.09
H -2.83 -0.04 1.98
H -1.63 0.58 1.23

***

[2]
This record from the OMol25 dataset describes a molecular structure, C20H33IKN11S at a distorted geometry. The level of theory is the ωB97M-V functional and the def2-TZVPD basis.

Its charge is 0. Its total energy is -2680.0048 Ha. The relative energy (zero: lowest compared OMol25 entry of this formula, charge and spin) comes out at 134.00 kJ/mol. As for the LUMO energy: 0.24 eV. Its spin multiplicity is 1.

Element x y z (Å)
K -9.95 8.17 9.56
N -7.73 6.19 8.97
C -8.23 5.26 7.94
C -8.56 6.05 6.66
N -9.83 6.77 6.85
C -10.67 6.70 5.64
C -11.62 5.57 5.88
N -12.47 5.73 7.09
H -7.43 5.75 9.84
H -6.83 6.47 8.69
H -7.55 4.38 7.86
H -9.21 4.83 8.36
H -7.84 6.72 6.21
H -8.78 5.29 5.87
H -9.60 7.78 7.03
H -11.22 7.65 5.57
H -10.11 6.67 4.71
H -12.30 5.46 5.04
H -11.10 4.59 6.00
H -11.75 5.72 7.83
H -12.79 6.68 7.17
C -11.77 12.65 10.49
C -11.03 11.31 10.61
N -10.47 10.72 9.62
N -10.80 11.30 8.43
C -10.02 10.91 7.41
N -10.48 11.34 6.18
S -8.50 9.94 7.54
C -10.79 10.65 11.89
C -10.57 11.39 13.06
C -10.43 10.80 14.29
C -10.46 9.39 14.30
C -10.50 8.68 13.12
N -10.63 9.34 11.93
H -12.38 12.74 9.59
H -12.38 12.85 11.33
H -11.00 13.42 10.26
H -11.24 11.98 6.17
H -9.88 11.30 5.39
H -10.32 12.45 12.88
H -10.30 11.39 15.21
H -10.27 8.84 15.22
H -10.49 7.58 13.08
I -10.62 1.94 11.67
C -10.79 3.92 11.10
C -11.45 4.38 10.00
N -11.68 5.66 10.22
N -11.13 6.12 11.35
C -10.61 5.06 11.95
H -11.88 3.84 9.14
H -12.07 6.34 9.57
H -10.20 5.18 12.88
C -14.69 10.33 11.87
C -14.08 9.89 10.57
C -14.20 10.26 9.27
C -13.39 9.31 8.52
N -12.88 8.46 9.41
N -13.36 8.74 10.65
C -12.95 9.30 7.13
H -15.12 9.51 12.43
H -15.50 11.05 11.82
H -13.96 10.74 12.52
H -14.83 11.04 8.87
H -12.95 8.22 11.46
H -13.69 9.65 6.47
H -12.63 8.33 6.88
H -12.10 10.01 7.05

***

[3]
This record from the OMol25 dataset describes a molecular structure, C24H24N3O6 at a distorted geometry. The level of theory is the ωB97M-V functional and the def2-TZVPD basis.

Its charge is -1. Its total energy is -1544.6093 Ha. The relative energy (zero: lowest compared OMol25 entry of this formula, charge and spin) comes out at 463.10 kJ/mol. As for the LUMO energy: 2.72 eV. Its spin multiplicity is 1.

Element x y z (Å)
C 0.49 -3.53 -4.05
O 0.55 -4.35 -2.86
C 0.38 -3.74 -1.65
C 0.25 -4.59 -0.52
C -0.21 -4.08 0.67
C -0.56 -2.71 0.79
C -1.19 -2.15 1.96
C -1.92 -1.00 1.96
C -1.87 -0.07 3.09
O -1.63 -0.39 4.26
N -2.06 1.27 2.76
C -1.70 2.29 3.73
C -2.57 1.71 1.53
O -2.65 2.90 1.25
N -3.04 0.70 0.66
C -3.84 1.10 -0.46
C -2.85 -0.67 0.86
O -3.46 -1.48 0.16
C -0.24 -1.85 -0.30
C 0.24 -2.34 -1.49
H 0.66 -4.25 -4.86
H -0.50 -3.06 -4.17
H 1.27 -2.76 -4.05
H 0.47 -5.65 -0.64
H -0.32 -4.72 1.54
H -1.17 -2.78 3.06
H -2.33 3.15 3.56
H -1.83 1.87 4.72
H -0.65 2.57 3.58
H -3.55 0.54 -1.35
H -4.90 0.90 -0.24
H -3.69 2.17 -0.60
H -0.36 -0.77 -0.16
H 0.44 -1.65 -2.32
C -4.60 -6.12 6.27
C -4.35 -5.68 4.96
C -3.45 -4.64 4.73
C -2.75 -4.07 5.81
C -1.66 -3.05 5.57
C -0.39 -3.57 4.87
C 0.93 -3.23 5.55
O 1.52 -2.15 4.80
C 0.78 -1.94 3.67
O 0.99 -1.01 2.91
N -0.18 -2.94 3.57
C -3.08 -4.44 7.12
C -3.98 -5.48 7.35
H -5.29 -6.95 6.45
H -4.86 -6.15 4.12
H -3.28 -4.27 3.71
H -2.06 -2.24 4.94
H -1.36 -2.59 6.52
H -0.44 -4.66 4.73
H 0.83 -2.89 6.59
H 1.61 -4.09 5.52
H -2.59 -3.92 7.95
H -4.19 -5.80 8.37